CH4N2O3P | ωB97M-V/def2-TZVPD

Summary:
Energy relative to the best compared isomer or geometry (same formula, charge and spin)   9.00 kcal/mol
Kohn-Sham gap   10.022 eV
Calculated total energy   -717.25495 Eh
Net charge   -1
Strongest force on any atom   8.0 eV/A

Cartesian coordinates (Å):
O  -2.34414  1.30424  -0.06898
H  1.37031  -1.17185  0.77782
H  1.92828  -0.91883  -0.79626
N  -1.01330  -2.01914  -0.20040
H  2.22734  0.13986  0.33123
C  -0.99960  -0.89827  0.04820
O  -0.33522  1.18822  1.58304
H  -2.28752  1.11384  -0.95863
O  0.06450  1.22671  -1.00036
N  2.16096  -0.86444  0.09098
P  -0.77160  0.89967  0.19337

Atomic forces in eV per Å
1.01 0.48 3.01
1.84 0.43 -2.26
-2.04 -0.43 -5.11
-0.23 -0.49 0.08
0.05 -0.75 -0.44
0.12 -0.14 -0.16
-0.52 -0.08 -0.52
-0.93 -0.28 -3.76
-0.86 0.06 0.28
0.40 0.69 7.91
1.17 0.51 0.96